# C33H37ClO2Si2V

A structure of composition C33H37ClO2Si2V (the ωB97M-V functional and the def2-TZVPD basis, OMol25).

Last column: Mulliken spin population.
Atoms and positions in Å:
1 C -2.212 -0.951 4.581  0.041
2 C -2.629 -0.441 3.317  -0.002
3 C -2.460 -1.480 2.355  -0.007
4 H -2.998 0.551 3.109  0.001
5 C -1.902 -2.612 3.010  -0.071
6 C -1.749 -2.285 4.386  0.068
7 H -1.314 -2.912 5.149  0.002
8 H -2.186 -0.388 5.504  -0.005
9 H -2.705 -1.408 1.311  -0.003
10 H -1.590 -3.534 2.528  -0.015
11 V -0.714 -1.011 3.188  2.036
12 Si 2.186 1.472 -0.089  -0.007
13 C 0.774 2.600 -0.413  -0.005
14 C 0.868 3.775 -1.183  0.000
15 H 1.809 4.020 -1.690  0.000
16 C -0.258 4.594 -1.332  0.000
17 H -0.200 5.477 -1.980  0.000
18 C -1.453 4.276 -0.670  0.000
19 H -2.332 4.915 -0.796  0.000
20 C -1.508 3.162 0.177  -0.013
21 H -2.422 2.940 0.740  -0.003
22 C -0.390 2.342 0.321  -0.021
23 H -0.416 1.481 1.002  0.040
24 C 0.294 -0.729 -0.178  -0.184
25 C -1.132 -0.688 -0.474  0.532
26 H -1.726 0.225 -0.370  -0.053
27 C -1.672 -1.944 -0.973  -0.009
28 H -2.647 -1.958 -1.477  -0.026
29 C -1.092 -3.131 -0.489  0.163
30 H -1.680 -4.050 -0.498  -0.008
31 C 0.149 -3.112 0.118  0.124
32 H 0.566 -4.038 0.514  -0.011
33 C 0.893 -1.924 0.231  0.106
34 H 1.891 -1.902 0.680  -0.002
35 H 1.863 0.668 1.115  -0.002
36 Si 0.022 -0.838 -1.970  0.252
37 C 0.560 -2.143 -3.194  0.033
38 C -0.100 -2.144 -4.437  -0.007
39 H -0.774 -1.318 -4.686  0.005
40 C 0.085 -3.193 -5.341  -0.003
41 H -0.478 -3.184 -6.274  0.000
42 C 0.963 -4.238 -5.029  -0.004
43 H 1.063 -5.080 -5.715  0.000
44 C 1.690 -4.195 -3.833  0.004
45 H 2.394 -4.996 -3.598  0.000
46 C 1.522 -3.134 -2.934  -0.007
47 H 2.111 -3.110 -2.013  -0.001
48 C -0.289 0.669 -3.107  -0.016
49 C -1.583 1.189 -3.236  -0.009
50 H -2.439 0.647 -2.822  -0.006
51 C -1.789 2.397 -3.920  0.000
52 H -2.800 2.803 -4.011  0.000
53 C -0.698 3.096 -4.449  0.000
54 H -0.834 4.104 -4.856  0.000
55 C 0.568 2.501 -4.467  0.001
56 H 1.426 3.016 -4.910  0.000
57 C 0.734 1.245 -3.885  0.001
58 H 1.692 0.726 -4.025  0.001
59 H 3.267 2.353 0.147  0.001
60 Cl 2.763 0.283 -1.690  0.003
61 C -0.676 2.571 3.667  0.016
62 O 0.170 1.436 3.399  -0.009
63 C 1.565 1.689 3.667  0.010
64 C 2.276 0.426 4.139  0.007
65 O 1.665 -0.792 3.618  0.065
66 C 2.242 -1.956 4.273  -0.007
67 H -0.127 3.508 3.476  0.001
68 H -1.552 2.516 3.011  -0.004
69 H -1.007 2.538 4.718  0.005
70 H 2.043 2.073 2.750  -0.001
71 H 1.665 2.462 4.446  0.003
72 H 3.323 0.437 3.804  -0.001
73 H 2.264 0.405 5.242  -0.007
74 H 3.333 -1.962 4.115  -0.002
75 H 1.791 -2.866 3.840  0.015
76 H 2.046 -1.939 5.363  -0.003

Output
Energy above the lowest of the compared OMol25 structures with the same formula, charge and spin, kJ/mol: 532.4
Lowest unoccupied orbital energy (alpha / beta), eV: 0.183 / -0.046
<S²>: 3.868
Gap between HOMO and LUMO (alpha / beta), Ha: 0.2136 / 0.1454
Multiplicity: 4